1.
Below is a cluster of 2 separate species, C2H5BrCl2Si in total at a distorted geometry, with properties calculated with ωB97M-V/def2-TZVPD.

CARTESIAN COORDINATES (ANGSTROEM)
C  0.764  0.592  1.096
C  0.381  -0.342  -0.038
Si  -1.195  -1.143  0.022
Cl  0.257  0.853  -2.944
Cl  -1.661  -2.336  -1.485
Br  -2.844  -0.208  1.276
H  0.960  1.590  0.603
H  -0.129  0.839  1.903
H  1.716  0.336  1.665
H  1.164  -0.845  -0.395
H  0.587  0.664  -1.702

The strongest force on any atom comes out at 5.52 eV/Å. For the frontier orbital gap, the calculation gives 7.74 eV. The calculated total energy is -3863.10102 Eh. Its structure (SMILES) is C/C=[Si](/Cl)Br.Cl. The value obtained for the HOMO energy is -8.542 eV.



2.
Below is the molecule C5H11N at a distorted geometry, with properties calculated with ωB97M-V/def2-TZVPD.

CARTESIAN COORDINATES (ANGSTROEM)
C  0.936  -2.258  -0.506
N  0.998  -0.808  -0.683
C  0.156  0.058  0.013
C  0.532  1.340  0.214
C  -0.479  2.435  0.510
C  -1.248  -0.434  0.195
H  1.876  -2.702  -0.826
H  0.725  -2.553  0.521
H  0.185  -2.660  -1.192
H  1.894  -0.421  -0.932
H  1.548  1.600  0.499
H  -1.425  2.211  0.011
H  -0.681  2.517  1.580
H  -0.176  3.364  0.037
H  -1.708  -0.417  -0.802
H  -1.867  0.192  0.829
H  -1.267  -1.466  0.530

The strongest force on any atom comes out at 1.50 eV/Å. For the frontier orbital gap, the calculation gives 8.41 eV. The calculated total energy is -251.82097 Eh. Its structure (SMILES) is C/C=C(\C)NC. The value obtained for the HOMO energy is -7.349 eV.



3.
Below is the molecule F3H3SSi2 at a distorted geometry, with properties calculated with ωB97M-V/def2-TZVPD.

CARTESIAN COORDINATES (ANGSTROEM)
F  -1.965  0.955  1.511
F  0.188  1.842  1.993
F  0.037  -0.529  2.433
Si  0.151  -0.030  -0.857
Si  -0.410  0.502  1.311
S  -0.263  -1.942  -1.697
H  -0.380  1.216  -1.557
H  1.613  -0.114  -1.208
H  1.031  -1.899  -1.928

The strongest force on any atom comes out at 3.30 eV/Å. For the frontier orbital gap, the calculation gives 10.05 eV. The calculated total energy is -1278.76052 Eh. Its structure (SMILES) is F[Si](F)(F)[SiH2]S. The value obtained for the HOMO energy is -10.432 eV.



4.
Below is a cluster of 7 separate species, C48H96BClN4O11P2 in total at a distorted geometry, with properties calculated with ωB97M-V/def2-TZVPD.

CARTESIAN COORDINATES (ANGSTROEM)
C  -5.095  -1.156  -2.141
C  -4.046  -0.833  -3.214
C  -4.046  0.657  -3.544
C  -3.063  1.465  -2.662
C  -3.781  2.446  -1.763
C  -2.884  3.407  -0.971
C  -1.532  2.823  -0.577
C  -1.668  1.614  0.328
C  -0.332  1.168  0.939
C  0.293  0.052  0.100
C  1.823  -0.032  0.132
C  2.190  -0.165  1.619
O  1.339  -1.041  2.332
C  1.892  -2.231  2.763
P  1.259  -3.631  1.750
N  0.368  -3.178  0.571
O  0.462  -4.607  2.797
O  2.565  -4.492  1.344
O  2.150  -1.177  -0.619
C  3.415  -1.255  -1.229
C  3.635  -0.523  -2.569
C  2.790  -0.970  -3.752
C  1.289  -0.775  -3.619
Cl  3.316  0.076  -5.155
P  3.590  -3.094  -1.662
N  2.342  -3.829  -2.262
B  4.689  -0.969  -0.284
O  4.776  -1.680  0.925
N  5.738  -0.005  -0.621
C  6.889  -0.643  -1.258
C  6.180  0.781  0.541
C  2.410  1.297  -0.343
C  1.841  1.986  -1.378
C  2.404  3.171  -1.775
C  3.506  3.626  -1.100
C  3.996  2.855  -0.086
N  3.491  1.702  0.300
H  -5.381  -2.194  -2.211
H  -5.961  -0.550  -2.348
H  -4.736  -0.966  -1.141
H  -3.076  -1.154  -2.855
H  -4.252  -1.428  -4.090
H  -3.711  0.756  -4.567
H  -5.053  1.031  -3.442
H  -2.355  1.951  -3.317
H  -2.497  0.738  -2.100
H  -4.442  1.916  -1.091
H  -4.428  3.032  -2.401
H  -2.709  4.293  -1.568
H  -3.414  3.753  -0.098
H  -1.021  3.580  0.000
H  -0.978  2.586  -1.471
H  -2.325  1.871  1.150
H  -2.106  0.759  -0.166
H  0.320  2.010  1.131
H  -0.581  0.754  1.905
H  -0.093  -0.891  0.448
H  -0.059  0.127  -0.918
H  3.233  -0.418  1.740
H  2.079  0.800  2.081
H  2.972  -2.237  2.855
H  1.497  -2.439  3.751
H  -0.577  -3.527  0.608
H  -0.248  -4.980  2.277
H  2.281  -5.395  1.182
H  3.556  0.549  -2.489
H  4.661  -0.714  -2.842
H  2.991  -1.973  -4.080
H  0.818  -1.343  -4.408
H  0.896  -1.147  -2.688
H  1.048  0.258  -3.810
H  4.100  -3.703  -0.497
H  4.674  -3.124  -2.575
H  1.535  -3.224  -2.268
H  5.576  -2.208  0.886
H  7.475  -1.217  -0.540
H  7.531  0.098  -1.711
H  6.587  -1.318  -2.048
H  6.222  1.821  0.249
H  7.190  0.524  0.831
H  5.534  0.688  1.394
H  0.986  1.645  -1.914
H  1.997  3.743  -2.582
H  3.976  4.553  -1.340
H  4.857  3.214  0.443
C  0.060  -8.811  3.857
C  1.450  -8.308  4.242
C  2.172  -8.334  2.903
O  1.180  -8.081  1.904
C  -0.124  -8.181  2.484
H  -0.721  -8.527  4.560
H  0.064  -9.900  3.773
H  1.385  -7.283  4.614
H  1.942  -8.915  5.000
H  2.616  -9.316  2.708
H  2.957  -7.580  2.831
H  -0.539  -7.171  2.567
H  -0.770  -8.766  1.829
C  -8.298  -2.805  -6.524
C  -8.217  -3.759  -5.336
C  -7.075  -3.154  -4.531
O  -7.108  -1.745  -4.775
C  -7.990  -1.467  -5.865
H  -9.261  -2.814  -7.031
H  -7.525  -3.051  -7.255
H  -9.145  -3.720  -4.760
H  -8.034  -4.796  -5.615
H  -6.104  -3.536  -4.867
H  -7.168  -3.339  -3.460
H  -8.898  -1.002  -5.466
H  -7.511  -0.761  -6.544
C  4.431  1.138  5.549
C  5.594  1.836  6.250
C  6.664  1.815  5.166
O  5.974  1.877  3.917
C  4.576  1.653  4.124
H  3.457  1.363  5.981
H  4.574  0.055  5.575
H  5.322  2.866  6.491
H  5.914  1.345  7.168
H  7.243  0.885  5.197
H  7.356  2.655  5.236
H  4.050  2.605  3.989
H  4.209  0.949  3.377
C  -5.497  -4.748  -0.227
C  -5.675  -3.810  0.960
C  -4.401  -4.066  1.753
O  -3.393  -4.410  0.798
C  -4.000  -4.653  -0.476
H  -6.089  -4.470  -1.098
H  -5.767  -5.767  0.058
H  -5.704  -2.774  0.614
H  -6.578  -3.999  1.539
H  -4.526  -4.910  2.442
H  -4.074  -3.198  2.326
H  -3.758  -3.814  -1.136
H  -3.588  -5.565  -0.908
C  6.289  8.139  1.079
C  4.853  8.080  1.593
C  4.207  7.127  0.597
O  5.235  6.225  0.177
C  6.510  6.707  0.613
H  7.013  8.454  1.829
H  6.355  8.826  0.232
H  4.833  7.647  2.595
H  4.358  9.049  1.631
H  3.836  7.663  -0.284
H  3.382  6.557  1.026
H  6.858  6.071  1.434
H  7.222  6.631  -0.209
C  -6.070  6.707  2.145
C  -6.502  7.679  1.049
C  -5.341  7.575  0.070
O  -4.836  6.243  0.182
C  -5.398  5.608  1.333
H  -6.892  6.338  2.755
H  -5.344  7.187  2.804
H  -7.424  7.328  0.580
H  -6.667  8.696  1.402
H  -4.538  8.273  0.329
H  -5.639  7.760  -0.963
H  -6.125  4.862  0.996
H  -4.608  5.096  1.883

The strongest force on any atom comes out at 2.00 eV/Å. For the frontier orbital gap, the calculation gives 8.35 eV. The calculated total energy is -4100.87709 Eh. Its structure (SMILES) is CCCCCCCCCC[C@@](COCP(=N)(O)O)(O[C@](C[C@@H](C)Cl)([PH2]=N)B(O)N(C)C)c1ccccn1.C1CCOC1.C1CCOC1.C1CCOC1.C1CCOC1.C1CCOC1.C1CCOC1. The value obtained for the HOMO energy is -7.806 eV.



5.
Below is a structure of composition C3H2LiO3Sr at a distorted geometry, with properties calculated with ωB97M-V/def2-TZVPD.

CARTESIAN COORDINATES (ANGSTROEM)
C  3.939  2.038  0.318
C  2.623  2.450  0.646
O  1.508  2.305  0.669
H  4.451  2.750  -0.323
H  4.498  1.710  1.192
O  3.240  -0.427  -0.162
C  3.462  0.684  -0.568
O  2.664  0.792  -1.697
Li  1.772  1.937  -2.745
Sr  1.031  0.170  -0.038

The strongest force on any atom comes out at 9.84 eV/Å. Its total charge is +1. For the frontier orbital gap (alpha / beta), the calculation gives 4.61 / 5.83 eV. The calculated total energy is -379.16675 Eh. The value obtained for the HOMO energy (alpha / beta) is -8.740 / -10.204 eV.



6.
Below is the molecule C5H5NO at a distorted geometry, with properties calculated with ωB97M-V/def2-TZVPD.

CARTESIAN COORDINATES (ANGSTROEM)
O  -2.583  -0.534  -0.202
C  -1.425  -0.266  -0.053
C  -0.625  1.054  -0.065
C  0.648  0.139  -0.329
C  -0.164  -1.032  0.263
C  2.066  0.161  0.085
N  3.193  -0.031  0.282
H  -0.953  1.693  -0.886
H  -0.669  1.606  0.879
H  0.694  0.134  -1.421
H  -0.275  -0.847  1.343
H  0.093  -2.078  0.105

The strongest force on any atom comes out at 1.52 eV/Å. For the frontier orbital gap, the calculation gives 10.69 eV. The calculated total energy is -323.45984 Eh. Its structure (SMILES) is N#CC1CC(=O)C1. The value obtained for the HOMO energy is -10.220 eV.